Record 1
Density functional theory data (ωB97M-V/def2-TZVPD) for a molecular structure, C27H33F6N7O3P2SSeTc.

Summary:
* expectation value of S²: 2.025
* largest force on an atom: 0.1 eV Å⁻¹
* LUMO level (alpha / beta): -9.05 / -9.33 eV
* energy above the lowest of the compared OMol25 structures with the same formula, charge and spin: 1.718 eV
* orbital gap (alpha / beta): 0.2492 / 0.2452 hartree
* HOMO (alpha / beta): -15.8321 / -16.0004 eV
* electronic energy: -5819.40340 a.u.

Geometry as ORCA input:
```
! wB97M-V def2-TZVPD RIJCOSX def2/J DEFGRID3
* xyz 3 3
Tc 0.15181 -0.33888 0.08693
O 0.22621 1.70364 0.02067
S 1.29649 1.86421 1.11669
O 2.37755 2.71836 0.80938
O 1.62339 0.40803 1.35873
C 0.36892 2.42579 2.47778
C 0.90123 3.36917 3.33556
C 0.12641 3.80406 4.40600
C -1.14793 3.29435 4.59163
C -1.66711 2.33854 3.72163
C -0.91061 1.88930 2.64766
P -1.64374 0.66534 1.51653
C -2.80566 1.52703 0.45525
C -3.72617 0.81957 -0.32840
C -4.61707 1.50450 -1.13625
C -4.58938 2.89443 -1.18051
C -3.67174 3.59799 -0.41629
C -2.77945 2.92041 0.40149
C -2.48708 -0.45627 2.64743
C -1.72923 -0.95964 3.71357
C -2.31598 -1.77707 4.66174
C -3.66600 -2.10299 4.55600
C -4.42343 -1.59575 3.51286
C -3.84101 -0.76752 2.55944
H 1.89380 3.76288 3.16269
H 0.52094 4.54502 5.08749
H -1.75176 3.63978 5.41990
H -2.66465 1.95166 3.88824
H -3.76613 -0.26179 -0.29386
H -5.34518 0.95866 -1.72145
H -5.29118 3.42734 -1.80784
H -3.65287 4.67872 -0.44808
H -2.07342 3.48196 0.99857
H -0.68823 -0.67056 3.83202
H -1.73379 -2.13880 5.49941
H -4.12954 -2.73075 5.30534
H -5.47972 -1.82013 3.45055
H -4.46131 -0.34076 1.78523
C -1.42964 -5.48033 0.78037
N -0.80840 -4.25099 1.29142
C -0.06216 -4.31445 2.55488
C -0.86324 -3.10726 0.62436
N -0.38321 -1.97831 1.11233
N -1.41930 -3.15762 -0.63822
C -1.72193 -2.10864 -1.47417
N -2.48078 -2.41255 -2.52735
N -1.29630 -0.90217 -1.22311
H -1.44820 -6.21147 1.58102
H -0.85594 -5.90430 -0.04713
H -2.46328 -5.29979 0.48487
H 0.03713 -5.35484 2.84409
H -0.59116 -3.78296 3.34724
H 0.94155 -3.90675 2.42489
H -0.04880 -2.06313 2.06308
H -1.57194 -4.08065 -1.01357
H -2.90358 -3.31857 -2.64682
H -2.58282 -1.75698 -3.28572
H -1.69794 -0.19404 -1.82821
C 5.15009 3.11855 -2.21075
N 5.49808 2.37284 -3.42238
C 6.72695 1.87510 -3.70483
C 6.63733 1.23213 -4.90920
N 5.35644 1.35176 -5.33712
C 4.84844 0.77499 -6.58454
C 4.63990 2.05583 -4.42434
Se 2.85933 2.49653 -4.50205
H 6.07254 3.37661 -1.69977
H 4.52797 2.50179 -1.56558
H 4.61611 4.02418 -2.48158
H 7.57174 2.01370 -3.05270
H 7.39035 0.71574 -5.47944
H 5.54299 1.01095 -7.38606
H 3.87678 1.20536 -6.80077
H 4.75994 -0.30324 -6.47039
F 1.29864 0.16381 -1.60962
P 2.25805 -1.26162 -2.09728
F 2.99272 -2.60525 -2.34266
F 1.44403 -1.90988 -0.70623
F 2.83457 -0.44409 -3.30518
F 3.34529 -0.71127 -1.09903
F 0.97427 -1.69855 -2.92642
*
```

Results of the Mulliken charge analysis, in e, for atoms 1 through 2: -0.036 -0.612

***

Record 2
Density functional theory data (ωB97M-V/def2-TZVPD) for a molecular structure, C27H33N5OPt in a non-equilibrium geometry.

Summary:
* largest force on an atom: 1.6 eV Å⁻¹
* LUMO level: -8.58 eV
* orbital gap: 0.1889 hartree
* HOMO: -13.7213 eV
* electronic energy: -1516.28519 a.u.

Geometry as ORCA input:
```
! wB97M-V def2-TZVPD RIJCOSX def2/J DEFGRID3
* xyz 2 1
Pt 1.50454 0.30295 0.15757
C -4.92084 -0.51883 0.91259
C -4.76227 -0.90608 -0.57175
C -4.42287 -2.37817 -0.88348
C -3.93371 0.09131 -1.37542
C -4.64383 0.77064 -2.36974
C -4.09421 1.76530 -3.15822
C -2.77061 2.11525 -2.97180
C -2.02295 1.44440 -2.01918
C -0.55791 1.78280 -1.86147
C -0.25760 2.35622 -0.45432
C 0.30165 0.57951 -2.32370
C -2.57298 0.43616 -1.22942
N -1.56131 -0.13840 -0.37734
C -1.82782 -0.98704 0.49389
C -1.49899 -2.58511 2.19080
C -0.65123 -3.15841 3.20998
C 0.62384 -2.80130 3.26464
C 1.18380 -1.83879 2.34880
N 0.47186 -1.23391 1.42551
C 2.65363 -1.58757 2.56693
C 2.87021 -0.98774 3.96942
C 3.18698 -0.63230 1.54108
C 3.44057 -2.90426 2.41848
H -5.39318 -1.33309 1.46285
H -5.57281 0.35202 0.98637
H -4.00270 -0.24843 1.43375
H -5.77159 -0.79557 -0.96497
H -3.37535 -2.65214 -0.77059
H -4.69270 -2.59203 -1.91792
H -5.00501 -3.03980 -0.24164
H -5.68368 0.50798 -2.51767
H -4.69726 2.26541 -3.90413
H -2.31651 2.89479 -3.57220
H -0.37611 2.59472 -2.57335
H -0.03208 1.55424 0.30263
H -1.15354 2.82753 -0.04948
H 0.52946 3.10221 -0.42899
H 0.68796 -0.11376 -1.48773
H 1.16762 0.83987 -2.92743
H -0.30043 -0.12665 -2.89359
H -2.79291 -1.38601 0.72964
H -1.10790 -3.87187 3.88250
H 1.27822 -3.23041 4.00768
H 2.33799 -0.04096 4.08611
H 3.93515 -0.80684 4.12290
H 2.54069 -1.65878 4.75933
H 2.56716 0.34582 1.62831
H 3.25496 -1.12973 0.56415
H 4.18375 -0.27331 1.78846
H 3.16886 -3.62793 3.18395
H 4.50770 -2.70388 2.52840
H 3.27302 -3.36062 1.44095
O -2.64858 -2.88877 2.02827
N -0.86865 -1.58773 1.36076
N 2.59658 5.06792 -3.87546
C 3.02870 4.26588 -3.17729
C 3.50417 3.24096 -2.28567
C 4.85083 3.02357 -2.04388
C 5.18645 1.99309 -1.18623
C 4.19647 1.24282 -0.59377
N 2.87574 1.46073 -0.80549
C 2.55560 2.44783 -1.66116
H 5.60653 3.63462 -2.52008
H 6.21983 1.75826 -0.97317
H 4.47400 0.43604 0.04829
H 1.52565 2.62537 -1.87726
*
```

Results of the Mulliken charge analysis, in e, for atoms 1 through 2: 0.786 -1.424

***

Record 3
Density functional theory data (ωB97M-V/def2-TZVPD) for a molecular structure, C27H34AsClN6NaO9.

Summary:
* largest force on an atom: 0.9 eV Å⁻¹
* LUMO level: 2.01 eV
* energy above the lowest of the compared OMol25 structures with the same formula, charge and spin: 1.249 eV
* orbital gap: 0.2940 hartree
* HOMO: -5.9882 eV
* electronic energy: -4913.22352 a.u.

Geometry as ORCA input:
```
! wB97M-V def2-TZVPD RIJCOSX def2/J DEFGRID3
* xyz -1 1
Na -0.47042 0.20116 0.61894
C 2.58038 4.09078 0.47852
C 1.58601 3.10991 0.32241
N 1.74318 1.85714 0.69038
C 2.90989 1.50191 1.25758
C 3.96970 2.40194 1.44837
C 3.77624 3.73180 1.03847
C 5.19558 1.95698 2.05409
C 5.34395 0.68003 2.45458
C 4.27803 -0.27133 2.29014
C 4.39266 -1.60249 2.72580
C 3.33200 -2.45202 2.56553
C 2.16587 -1.95538 1.96055
N 2.03270 -0.72362 1.52921
C 3.06820 0.12094 1.69713
H 2.38841 5.10581 0.15568
H 0.63184 3.35122 -0.13353
H 4.57187 4.45498 1.17788
H 5.99543 2.67675 2.18606
H 6.26512 0.34576 2.91807
H 5.31301 -1.93407 3.19285
H 3.37221 -3.48097 2.89738
H 1.30106 -2.60090 1.84270
O 0.65842 -1.22033 -5.74490
C 1.84375 -0.98149 -5.21975
O 2.86005 -0.99506 -5.88324
C 1.89808 -0.73646 -3.75334
C 3.08504 -0.54630 -3.08630
N 2.77005 -0.36111 -1.79222
N 1.45657 -0.41443 -1.55765
C 0.90681 -0.63347 -2.73776
C -0.59505 -0.77009 -2.79076
O -1.09817 -1.12244 -3.88355
O -1.21077 -0.49223 -1.73355
H -0.06565 -1.17840 -5.03515
H 4.09663 -0.53408 -3.45688
H 3.38770 -0.18661 -1.01843
O -1.58170 0.93897 4.39093
Cl -0.59720 0.72203 3.37047
O 0.72836 0.73858 3.92997
O -0.71111 1.72773 2.32675
O -0.83147 -0.58473 2.73063
C -1.01147 4.18784 -2.82752
C -1.09300 2.67871 -2.81533
O -0.77391 2.21870 -1.51283
H -1.25956 4.58216 -3.81572
H -0.00227 4.52188 -2.57493
H -1.70469 4.61467 -2.09950
H -0.39640 2.25528 -3.55066
H -2.09744 2.34977 -3.10564
H -0.96369 1.25468 -1.50728
C -1.11987 -4.38301 1.40798
As -1.02212 -2.86773 0.14837
C 0.18927 -3.72361 -1.13562
C -2.68681 -3.24765 -0.80307
H -1.43342 -5.29567 0.89770
H -1.82891 -4.15059 2.20351
H -0.14397 -4.55105 1.86692
H -0.04765 -4.78541 -1.21600
H 1.22317 -3.59796 -0.81430
H 0.07172 -3.25621 -2.11327
H -2.66727 -4.25395 -1.22435
H -2.79948 -2.50462 -1.59124
H -3.52253 -3.16011 -0.10820
C -5.49322 -1.11511 2.99373
C -4.78653 -0.26441 1.99339
C -5.19343 0.81525 1.24293
C -4.04798 1.22124 0.51855
N -3.01857 0.44222 0.79995
N -3.49239 -0.46151 1.67869
C -3.92320 2.35492 -0.44585
H -6.49962 -0.73511 3.16157
H -4.96931 -1.11569 3.95163
H -5.57782 -2.14998 2.65618
H -6.17776 1.25709 1.22200
H -2.80941 -1.01086 2.18130
H -4.86343 2.90441 -0.50807
H -3.66501 1.99191 -1.44136
H -3.13531 3.04309 -0.13770
*
```

Results of the Mulliken charge analysis, in e, for atoms 1 through 2: 1.007 -1.087

***

Among the records above, which one has the lowest electronic energy?
C27H33F6N7O3P2SSeTc

***

Number 1 is which compound?
C27H33F6N7O3P2SSeTc